Record 1
ORCA calculation (the ωB97M-V functional and the def2-TZVPD basis) on C3H5N3S in the gas phase.

For the max |F|, the calculation gives 0.01895 hartree/bohr. Its frontier orbital gap is 9.65 eV. Its SMILES is [H]/N=C1/CN(S)C=N1.

```
! wB97M-V def2-TZVPD RIJCOSX def2/J DEFGRID3
* xyz 0 1
N -0.9848 -0.8411 1.1931
H 1.8892 0.0099 0.2355
C 0.9665 -0.4354 -0.1377
N 0.8967 -2.3238 1.4426
H 0.5016 2.7287 -0.8752
H -2.0430 0.7982 0.4396
N -0.0748 0.5619 -0.3318
S -0.1012 1.7393 -1.5291
C 0.3157 -1.3298 0.9229
H 1.1789 -1.0012 -1.0494
C -1.1236 0.1993 0.4567
H 0.2815 -2.7488 2.1369
*
```

Just the Mulliken charges please, in e? Sure, here they are:
1 N -0.622
2 H 0.281
3 C -0.296
4 N -0.630
5 H 0.132
6 H 0.402
7 N -0.082
8 S -0.161
9 C 0.390
10 H 0.273
11 C 0.001
12 H 0.310

Record 2
ORCA calculation (the ωB97M-V functional and the def2-TZVPD basis) on 10 unconnected molecules or ions with the total composition H20O10.

For the max |F|, the calculation gives 0.12858 hartree/bohr. Its frontier orbital gap is 8.73 eV. Its SMILES is O.O.O.O.O.O.O.O.O.O.

```
! wB97M-V def2-TZVPD RIJCOSX def2/J DEFGRID3
* xyz 0 1
O 2.8238 -0.6626 0.4342
H 0.2629 3.6841 -1.6539
H -1.1316 -0.1518 -0.4005
O -2.9592 4.0634 -0.2363
H 0.2642 0.0349 -0.9722
O 2.5570 -0.6258 -2.6256
H 2.5082 -1.5443 0.6621
O 0.8852 4.1796 -1.1097
H 0.9144 -3.5729 -0.4068
H -2.7373 3.5293 -1.0073
H -3.1563 -1.0400 3.3557
H -2.1603 4.0407 0.3025
O -0.2017 -0.1428 -0.1473
H 1.7282 4.0781 -1.5659
H 0.8119 1.4517 0.6976
O -2.2414 -3.3396 -1.0737
O 0.2166 -4.2238 -0.5429
H 1.8851 0.2404 1.8584
O 2.0207 0.7272 2.6792
H 1.3178 1.3867 2.6795
O -0.0073 1.7757 0.3064
H -1.9711 -2.6082 -1.6403
H 2.5445 -0.5426 -0.4804
H -4.3508 -0.9333 4.2894
H -0.6978 1.2945 0.7761
H 2.9548 -1.4892 -2.7847
H 0.4237 -4.6140 -1.3995
O -3.3870 -0.9441 4.2866
H 2.2928 -0.3242 -3.5021
H -1.4098 -3.7271 -0.7784
*
```

Just the Mulliken charges please, in e? Sure, here they are:
1 O -0.641
2 H 0.283
3 H 0.298
4 O -0.631
5 H 0.356
6 O -0.610
7 H 0.322
8 O -0.582
9 H 0.307
10 H 0.299
11 H 0.310
12 H 0.334
13 O -0.675
14 H 0.290
15 H 0.172
16 O -0.653
17 O -0.687
18 H 0.390
19 O -0.627
20 H 0.360
21 O -0.622
22 H 0.256
23 H 0.279
24 H 0.324
25 H 0.406
26 H 0.308
27 H 0.337
28 O -0.633
29 H 0.295
30 H 0.436

Record 3
ORCA calculation (the ωB97M-V functional and the def2-TZVPD basis) on a molecular structure, CH2N2O3.

For the max |F|, the calculation gives 0.07686 hartree/bohr. Its frontier orbital gap is 9.13 eV.

```
! wB97M-V def2-TZVPD RIJCOSX def2/J DEFGRID3
* xyz 0 1
O 2.4674 1.5727 -1.0167
H -0.1489 -0.6754 -0.3527
O 3.3578 1.3311 1.0010
C 2.4801 -0.4070 -0.1832
O 2.2778 -2.7912 -0.0432
N 2.7531 0.9255 0.0161
N 2.3503 -1.5716 -0.1085
H -0.1994 -1.0820 -1.0233
*
```

Just the Mulliken charges please, in e? Sure, here they are:
1 O -0.416
2 H -0.087
3 O -0.436
4 C 0.123
5 O -0.532
6 N 0.710
7 N 0.551
8 H 0.087

Record 4
ORCA calculation (the ωB97M-V functional and the def2-TZVPD basis) on 2 unconnected molecules or ions with the total composition C3H4INO2.

For the max |F|, the calculation gives 0.09011 hartree/bohr. Its frontier orbital gap (alpha / beta) is 7.17 / 6.97 eV.

```
! wB97M-V def2-TZVPD RIJCOSX def2/J DEFGRID3
* xyz 0 1
N 0.2286 1.8573 -0.8642
H -1.0133 0.7511 0.3592
C -0.1559 0.7756 -0.3607
H 0.4004 -0.9971 -1.3949
H 0.6726 -1.0497 0.4911
I 0.8626 5.5294 -2.8805
C 1.2901 4.1848 -1.2627
O 2.2305 4.1276 -0.5796
O -0.1606 3.0350 -0.7558
C 0.6176 -0.4088 -0.4216
H 1.6379 -0.1453 -0.6321
*
```

Just the Mulliken charges please, in e? Sure, here they are:
1 N -0.141
2 H 0.352
3 C -0.037
4 H 0.212
5 H 0.289
6 I 0.130
7 C 0.423
8 O -0.294
9 O -0.349
10 C -0.869
11 H 0.283

Record 5
ORCA calculation (the ωB97M-V functional and the def2-TZVPD basis) on a molecular structure, C21H30N7O7P2STi.

For the max |F|, the calculation gives 0.05456 hartree/bohr. Its frontier orbital gap is 4.71 eV.

```
! wB97M-V def2-TZVPD RIJCOSX def2/J DEFGRID3
* xyz 1 1
C 3.6791 -1.6465 1.6629
C 4.7605 0.1885 2.5632
H 2.3688 1.8831 -0.4351
N 0.8364 -0.8218 -1.7969
H 5.7986 1.9859 3.1462
H -5.0333 -2.9935 -1.6625
H -1.5149 0.4758 5.1278
C -3.5936 1.1852 -1.4292
O 0.0229 -3.8279 -1.7137
H -1.0256 2.9447 -0.7700
C 5.3890 -2.0055 3.1308
H 2.8830 -0.4285 -1.4696
C 4.8821 1.6876 2.6391
O -4.3791 -2.4002 -2.0644
N -1.0838 -0.0603 1.3599
H 0.4855 0.6809 -4.4440
N 4.4548 -2.5168 2.3395
C 1.9629 0.1334 -1.6249
N 3.8035 -0.2989 1.7698
C -0.1835 0.0770 -3.8351
C 0.5611 -1.1160 -3.2197
H -3.0400 1.5810 3.5155
H -4.1584 2.4795 2.0705
H 0.5426 -1.2890 1.7925
H 6.0011 -2.7267 3.6652
C -2.2369 0.9516 3.1606
N -2.6736 0.9132 -0.4926
S 2.4460 -2.2869 0.6114
H 1.4914 -1.3060 -3.7522
C 5.5979 -0.6432 3.2831
O -3.3275 -1.5767 0.1555
C 1.7258 1.0011 -0.4145
C -2.9367 1.3090 0.7658
H 6.3729 -0.2480 3.9264
C -0.2465 -0.6567 2.2199
H 1.9852 0.4186 0.4653
O -2.3901 -3.5963 -1.0888
H -0.6932 3.0234 -3.1121
H 4.0326 2.1061 3.1856
H 0.3828 -4.7285 -1.7549
H 4.8749 2.1134 1.6344
C -2.0612 0.7373 1.8146
H -1.7465 1.0764 -2.9996
C -4.8915 2.4899 0.0622
H 0.6702 3.3829 -0.9687
H -0.9666 -0.2933 -4.4909
C -4.7061 1.9634 -1.2023
C -0.0595 2.5863 -1.1227
H 0.8540 2.2218 -3.0258
O -0.6462 -2.1424 -0.0495
P -0.8824 -3.6501 -0.4190
H 1.1296 -1.6874 -1.3269
H -5.7272 3.1451 0.2726
P -3.1027 -2.1744 -1.1774
N 0.2959 1.3940 -0.3278
H -5.4109 2.1421 -2.0028
O -2.1516 -1.2719 -2.0350
H 0.3287 -0.9664 4.2519
C -0.1401 2.2411 -2.5926
Ti -1.0412 -0.4911 -0.7295
H -0.0473 -2.0079 -3.2723
N -0.7794 0.9209 -2.7665
H -3.4540 0.7279 -2.3970
C -1.3798 0.3317 4.0638
H 0.1458 1.6587 0.6362
H 2.0607 0.7236 -2.5349
O -0.7431 -4.6833 0.5827
C -4.0062 2.1316 1.0600
C -0.3662 -0.4718 3.5865
*
```

Just the Mulliken charges please, in e? Sure, here they are:
1 C 0.203
2 C 0.871
3 H 0.503
4 N -0.190
5 H 0.395
6 H 0.349
7 H 0.471
8 C -0.263
9 O -0.566
10 H 0.344
11 C -0.143
12 H 0.737
13 C -1.225
14 O -0.533
15 N 0.723
16 H 0.376
17 N -0.557
18 C -1.047
19 N -0.171
20 C -0.893
21 C -0.638
22 H 0.448
23 H 0.480
24 H 0.080
25 H 0.403
26 C -0.723
27 N 1.287
28 S -0.429
29 H 0.629
30 C -0.789
31 O -0.517
32 C -0.506
33 C 0.537
34 H 0.362
35 C -0.033
36 H 0.067
37 O -0.375
38 H 0.542
39 H 0.233
40 H 0.355
41 H 0.266
42 C 0.795
43 H 0.260
44 C -0.725
45 H 0.569
46 H 0.386
47 C -1.244
48 C -0.909
49 H 0.335
50 O 0.443
51 P 0.730
52 H 0.104
53 H 0.467
54 P 0.607
55 N -0.039
56 H 0.474
57 O -0.339
58 H 0.570
59 C -0.746
60 Ti 0.411
61 H 0.274
62 N -0.196
63 H 0.592
64 C -0.797
65 H 0.409
66 H 0.376
67 O -0.706
68 C -0.890
69 C -1.271

Record 6
ORCA calculation (the ωB97M-V functional and the def2-TZVPD basis) on C5H5FS in the gas phase.

For the max |F|, the calculation gives 0.13104 hartree/bohr. Its frontier orbital gap is 6.94 eV. Its SMILES is C=CC(=S)C(=C)F.

```
! wB97M-V def2-TZVPD RIJCOSX def2/J DEFGRID3
* xyz 0 1
C 0.4594 1.2463 0.2098
C -1.4746 -1.9462 0.0200
H -2.1673 -2.5392 0.7839
H -0.9844 -2.2861 -0.9107
S 0.9405 -0.7550 -1.4145
H 1.9639 1.0835 -1.4515
C 1.5548 1.7277 -0.4789
H 2.1810 2.5112 0.0403
F -0.0857 1.7992 1.3681
C 0.0516 -0.0554 -0.1670
C -1.0537 -0.6969 0.6087
H -1.3855 -0.0891 1.3917
*
```

Just the Mulliken charges please, in e? Sure, here they are:
1 C 0.235
2 C -0.616
3 H 0.227
4 H 0.280
5 S -0.409
6 H 0.260
7 C -0.539
8 H 0.270
9 F -0.260
10 C 0.329
11 C -0.218
12 H 0.440